Version i
C3H5N2O | wB97M-V/def2-TZVPD

```
11
C3H5N2O | the Open Molecules 2025 dataset | wB97M-V/def2-TZVPD
C -2.02 1.22 -0.36
N -1.06 0.37 -0.31
C 0.02 -0.01 0.14
O 0.08 -0.58 1.80
N 1.21 -0.21 -0.22
C 1.92 -1.14 -0.76
H -2.01 2.33 -0.09
H -2.90 0.87 -0.82
H 0.18 0.04 2.51
H 2.97 -0.75 -0.85
H 1.60 -2.15 -1.05
```

Summary:
Net charge ... +1
2S+1 ... 1
Frontier orbital gap ... 0.3458 Eh

Listed below, in e, are the natural (NBO) charges computed for each atom: C 0.18; N -0.40; C 0.81; O -0.72; N -0.40; C 0.11; H 0.24; H 0.22; H 0.50; H 0.23; H 0.23

=====

Version ii
C3H5N2O | wB97M-V/def2-TZVPD

```
11
C3H5N2O | the Open Molecules 2025 dataset | wB97M-V/def2-TZVPD
N 2.05 0.16 -0.78
N 1.08 -0.08 0.01
C -0.13 0.40 0.05
C -1.08 -0.64 0.47
C -2.36 -0.50 0.69
O -3.48 -0.58 0.78
H 2.92 -0.39 -0.66
H 2.17 0.98 -1.34
H -0.51 1.13 -0.70
H -0.21 1.10 0.92
H -0.44 -1.58 0.54
```

Summary:
Net charge ... +1
2S+1 ... 1
Frontier orbital gap (spin up / spin down) ... 0.2414 / 0.2414 Eh

Listed below, in e, are the natural (NBO) charges computed for each atom: N -0.33; N 0.08; C -0.35; C -0.58; C 0.75; O -0.34; H 0.44; H 0.41; H 0.25; H 0.37; H 0.30

=====

Version iii
C3H5N2O | wB97M-V/def2-TZVPD

```
11
C3H5N2O | the Open Molecules 2025 dataset | wB97M-V/def2-TZVPD
C -0.06 -0.75 -0.26
C -0.26 1.32 -0.11
C 0.21 -2.12 0.14
N 0.42 -0.23 -1.36
N -0.19 2.57 0.13
O -0.48 0.28 0.61
H 1.21 -2.19 0.59
H 0.26 -2.67 -0.78
H -0.50 -2.67 0.77
H 0.24 3.27 -0.49
H -0.85 3.20 0.76
```

Summary:
Net charge ... +1
2S+1 ... 1
Frontier orbital gap (spin up / spin down) ... 0.3444 / 0.3514 Eh

Listed below, in e, are the natural (NBO) charges computed for each atom: C 0.49; C 0.81; C -0.73; N -0.20; N -0.75; O -0.44; H 0.29; H 0.29; H 0.29; H 0.48; H 0.48

=====

Version iv
C3H5N2O | wB97M-V/def2-TZVPD

```
11
C3H5N2O | the Open Molecules 2025 dataset | wB97M-V/def2-TZVPD
C -1.56 -0.94 0.00
N -0.45 -0.12 0.00
C 0.12 0.96 0.00
C 1.64 1.03 0.00
N 2.16 -0.10 0.00
O 1.76 -1.20 0.00
H -2.49 -0.38 0.15
H -1.60 -1.49 -0.94
H -1.46 -1.68 0.81
H -0.28 1.97 -0.01
H 2.17 1.97 0.00
```

Summary:
Net charge ... +1
2S+1 ... 1
Frontier orbital gap (spin up / spin down) ... 0.2844 / 0.2842 Eh

Listed below, in e, are the natural (NBO) charges computed for each atom: C -0.45; N -0.19; C 0.12; C -0.08; N 0.31; O -0.04; H 0.24; H 0.27; H 0.27; H 0.27; H 0.29

=====

We find version ii to be the most stable, with the next structure 4.7 kcal/mol higher.

=====

Version i
C2H3Cl3NO | wB97M-V/def2-TZVPD

```
10
C2H3Cl3NO | the Open Molecules 2025 dataset | wB97M-V/def2-TZVPD
C -0.24 -0.11 -0.05
C 1.79 -1.63 -0.15
N -0.22 0.38 1.14
O 0.23 1.51 1.51
Cl 1.57 -2.42 -1.78
Cl 3.62 -1.58 0.18
Cl 1.12 -2.84 1.06
H -0.40 -1.16 -0.32
H 0.20 0.45 -0.89
H -0.80 -0.06 1.81
```

Summary:
Net charge ... -1
2S+1 ... 1
Frontier orbital gap (spin up / spin down) ... 0.2536 / 0.2536 Eh

Listed below, in e, are the natural (NBO) charges computed for each atom: C -0.15; C -0.36; N -0.07; O -0.62; Cl -0.18; Cl -0.18; Cl -0.20; H 0.23; H 0.20; H 0.34

=====

Version ii
C2H3Cl3NO | wB97M-V/def2-TZVPD

```
10
C2H3Cl3NO | the Open Molecules 2025 dataset | wB97M-V/def2-TZVPD
C -1.06 -1.26 -0.41
C 1.20 1.07 -0.02
N -1.06 -0.49 0.67
O -1.84 -0.60 1.63
Cl 2.61 -0.02 0.09
Cl 0.93 1.22 -1.76
Cl 1.64 2.69 0.62
H -0.41 -0.78 -1.19
H -1.59 -2.20 -0.42
H -0.42 0.38 0.80
```

Summary:
Net charge ... -1
2S+1 ... 1
Frontier orbital gap ... 0.2593 Eh

Listed below, in e, are the natural (NBO) charges computed for each atom: C -0.32; C -0.50; N -0.03; O -0.57; Cl -0.14; Cl -0.13; Cl -0.13; H 0.22; H 0.19; H 0.43

=====

We find version ii to be the most stable, with the next structure 8.0 kcal/mol higher.

=====

Version i
H7O3S | wB97M-V/def2-TZVPD

```
11
H7O3S | the Open Molecules 2025 dataset | wB97M-V/def2-TZVPD
S 0.27 -0.65 -0.30
H -0.23 -1.89 -0.41
H -2.12 1.53 0.74
H -1.10 0.56 1.31
O -1.80 1.18 1.58
H 3.69 -0.34 0.62
H 2.34 -0.98 0.48
O 3.26 -1.20 0.77
H -1.08 0.89 -1.44
H -2.52 0.58 -1.51
O -1.92 1.30 -1.76
```

Summary:
Net charge ... -1
2S+1 ... 1
Frontier orbital gap ... 0.2923 Eh

Listed below, in e, are the natural (NBO) charges computed for each atom: S -1.01; H 0.11; H 0.47; H 0.50; O -1.00; H 0.45; H 0.50; O -0.99; H 0.50; H 0.46; O -0.99

=====

Version ii
H7O3S | wB97M-V/def2-TZVPD

```
11
H7O3S | the Open Molecules 2025 dataset | wB97M-V/def2-TZVPD
S 0.15 -0.99 0.38
H -1.11 -1.44 0.22
H 0.40 1.32 -0.05
H -0.38 2.55 -0.19
O 0.51 2.25 -0.33
H -0.94 -0.04 3.50
H -0.68 0.40 2.06
O -0.96 0.73 2.91
H -0.28 -0.78 -2.63
H 0.33 -0.72 -4.06
O 0.43 -1.10 -3.20
```

Summary:
Net charge ... -1
2S+1 ... 1
Frontier orbital gap ... 0.2668 Eh

Listed below, in e, are the natural (NBO) charges computed for each atom: S -1.01; H 0.09; H 0.50; H 0.45; O -0.98; H 0.46; H 0.50; O -1.00; H 0.49; H 0.45; O -0.94

=====

We find version i to be the most stable, with the next structure 12.1 kcal/mol higher.

=====

Version i
C3H2Cl2S | wB97M-V/def2-TZVPD

```
8
C3H2Cl2S | the Open Molecules 2025 dataset | wB97M-V/def2-TZVPD
S 3.10 -0.16 -0.14
C 1.57 0.28 0.26
C 0.46 -0.66 0.25
C -0.81 -0.08 0.13
Cl -1.41 1.59 -0.07
Cl -2.06 -1.25 -0.06
H 1.38 1.30 0.55
H 0.63 -1.69 -0.06
```

Summary:
Net charge ... 0
2S+1 ... 1
Frontier orbital gap ... 0.2840 Eh

Listed below, in e, are the natural (NBO) charges computed for each atom: S 0.04; C -0.29; C -0.32; C -0.02; Cl 0.06; Cl 0.05; H 0.21; H 0.26

=====

Version ii
C3H2Cl2S | wB97M-V/def2-TZVPD

```
8
C3H2Cl2S | the Open Molecules 2025 dataset | wB97M-V/def2-TZVPD
C 0.24 0.22 0.98
C -1.11 0.74 -1.34
C 1.02 -0.77 0.85
S -2.50 0.01 -1.47
Cl 2.13 -1.40 1.98
Cl 1.13 -1.47 -0.77
H -0.25 1.01 1.48
H -0.65 1.66 -1.72
```

Summary:
Net charge ... 0
2S+1 ... 1
Frontier orbital gap (spin up / spin down) ... 0.3082 / 0.2606 Eh

Listed below, in e, are the natural (NBO) charges computed for each atom: C -0.11; C -0.35; C -0.21; S 0.20; Cl 0.05; Cl 0.00; H 0.22; H 0.20

=====

We find version i to be the most stable, with the next structure 92.1 kcal/mol higher.

=====

Version i
C7H7NO4 | wB97M-V/def2-TZVPD

```
19
C7H7NO4 | the Open Molecules 2025 dataset | wB97M-V/def2-TZVPD
O -2.32 -1.38 -1.33
C -1.98 -0.67 -0.51
N -2.97 -0.07 0.31
O -2.72 1.17 0.91
C -0.51 -0.23 -0.32
C 0.30 -1.33 0.05
C 1.64 -1.05 0.13
O 2.58 -1.99 0.43
C 2.16 0.18 -0.06
C 1.35 1.19 -0.38
O 1.75 2.48 -0.53
C -0.06 1.07 -0.48
H -3.78 0.02 0.04
H -2.52 1.15 2.09
H -0.22 -2.29 -0.19
H 2.01 -2.90 0.68
H 3.45 0.47 0.04
H 2.55 2.15 -0.14
H -0.72 2.02 -0.72
```

Summary:
Net charge ... 0
2S+1 ... 1
Frontier orbital gap ... 0.3361 Eh

Listed below, in e, are the natural (NBO) charges computed for each atom: O -0.54; C 0.67; N -0.33; O -0.57; C -0.08; C -0.35; C 0.31; O -0.65; C -0.32; C 0.28; O -0.63; C -0.26; H 0.35; H 0.46; H 0.25; H 0.48; H 0.22; H 0.48; H 0.26

=====

Version ii
C7H7NO4 | wB97M-V/def2-TZVPD

```
19
C7H7NO4 | the Open Molecules 2025 dataset | wB97M-V/def2-TZVPD
O -2.14 -1.72 0.68
C -1.77 -0.98 -0.17
C -0.69 0.03 -0.09
C -0.12 0.48 1.11
C 0.77 1.55 1.02
C 1.17 2.16 -0.13
C 0.68 1.61 -1.28
C -0.29 0.60 -1.33
O -0.88 0.20 -2.49
H -2.22 -1.15 -1.08
H -0.50 -0.09 1.86
H 1.18 2.01 2.05
H 1.81 3.09 -0.10
H 1.06 2.23 -2.10
H -0.37 0.23 -3.34
O 2.10 -2.39 1.18
N 0.97 -2.31 0.93
O 0.09 -2.89 1.83
H -0.84 -2.68 1.46
```

Summary:
Net charge ... 0
2S+1 ... 1
Frontier orbital gap ... 0.3334 Eh

Listed below, in e, are the natural (NBO) charges computed for each atom: O -0.57; C 0.45; C -0.22; C -0.15; C -0.22; C -0.18; C -0.29; C 0.35; O -0.69; H 0.14; H 0.23; H 0.21; H 0.23; H 0.22; H 0.51; O -0.29; N 0.33; O -0.57; H 0.51

=====

We find version ii to be the most stable, with the next structure 35.7 kcal/mol higher.

=====

Version i
C2H9N2O | wB97M-V/def2-TZVPD

```
14
C2H9N2O | the Open Molecules 2025 dataset | wB97M-V/def2-TZVPD
N 0.89 -2.67 1.05
H 0.97 -2.63 2.03
H 1.01 -1.66 0.64
H 1.58 -3.32 0.66
C -0.61 1.86 -1.39
N -0.93 1.37 -0.10
C -0.44 -0.05 0.19
O 0.88 -0.14 0.17
H 0.35 1.54 -1.82
H -0.73 2.93 -1.44
H -1.33 1.45 -2.07
H -0.53 1.94 0.65
H -0.91 -0.71 -0.58
H -0.88 -0.24 1.16
```

Summary:
Net charge ... 0
2S+1 ... 2
Frontier orbital gap (spin up / spin down) ... 0.3794 / 0.2507 Eh

Listed below, in e, are the natural (NBO) charges computed for each atom: N -1.13; H 0.35; H 0.38; H 0.36; C -0.43; N -0.59; C 0.01; O -0.31; H 0.19; H 0.21; H 0.19; H 0.35; H 0.23; H 0.19

=====

Version ii
C2H9N2O | wB97M-V/def2-TZVPD

```
14
C2H9N2O | the Open Molecules 2025 dataset | wB97M-V/def2-TZVPD
C -0.84 0.16 0.63
N -1.62 -0.25 -0.70
H -0.62 1.22 0.53
H -1.43 -0.20 1.47
H -1.67 0.61 -1.27
H -1.02 -0.98 -1.15
N 0.40 -0.53 0.65
C 1.50 -0.10 -0.25
O 1.62 1.30 -0.13
H 0.64 -1.39 1.11
H -2.58 -0.55 -0.38
H 1.26 -0.33 -1.29
H 2.46 -0.55 0.03
H 1.90 1.58 0.74
```

Summary:
Net charge ... 0
2S+1 ... 2
Frontier orbital gap (spin up / spin down) ... 0.1577 / 0.3831 Eh

Listed below, in e, are the natural (NBO) charges computed for each atom: C -0.15; N -1.12; H 0.23; H 0.22; H 0.34; H 0.36; N -0.69; C 0.08; O -0.73; H 0.40; H 0.28; H 0.16; H 0.17; H 0.48

=====

We find version i to be the most stable, with the next structure 22.6 kcal/mol higher.